Record 1
A cluster of 10 separate species, C30H60Cl10O5 in total in a non-equilibrium geometry. Source: OMol25; level of theory: the ωB97M-V functional and the def2-TZVPD basis.

Its structure (SMILES) is C1CCOC1.C1CCOC1.C1CCOC1.C1CCOC1.C1CCOC1.ClCCCl.ClCCCl.ClCCCl.ClCCCl.ClCCCl. The HOMO energy comes out at -9.313 eV. Its maximum force is 2.90 eV Å⁻¹. The frontier orbital gap is 9.85 eV.

```
! wB97M-V def2-TZVPD RIJCOSX def2/J DEFGRID3
* xyz 0 1
Cl -3.846 0.676 3.311
C -3.626 2.152 2.349
C -4.976 2.782 2.210
Cl -4.750 4.441 1.497
H -3.137 1.900 1.447
H -2.991 2.824 2.978
H -5.429 2.998 3.161
H -5.674 2.281 1.537
Cl -0.380 3.625 0.782
C 1.246 4.241 1.368
C 1.442 5.706 0.994
Cl 0.097 6.743 1.626
H 2.075 3.766 0.840
H 1.280 4.106 2.463
H 1.481 5.776 -0.090
H 2.403 6.050 1.398
Cl -0.644 1.843 4.127
C -0.718 2.720 5.664
C 0.512 2.482 6.537
Cl 1.919 3.475 5.898
H -1.588 2.315 6.225
H -0.896 3.827 5.505
H 0.878 1.448 6.706
H 0.323 3.009 7.520
Cl -5.700 2.146 -1.616
C -4.751 0.939 -2.545
C -3.418 0.667 -1.833
Cl -2.458 2.167 -1.780
H -4.749 1.207 -3.588
H -5.354 0.026 -2.557
H -2.815 -0.095 -2.342
H -3.701 0.408 -0.826
Cl -0.823 -1.618 2.214
C -1.269 -0.218 1.226
C -0.166 0.151 0.279
Cl -0.141 -1.045 -1.030
H -1.431 0.605 1.949
H -2.181 -0.467 0.713
H 0.812 0.216 0.650
H -0.388 1.146 -0.113
C 0.774 -0.514 -5.759
C 1.209 -1.702 -4.919
C -0.132 -2.237 -4.492
O -0.947 -1.150 -4.189
C -0.354 0.024 -4.858
H 0.432 -0.800 -6.760
H 1.507 0.213 -5.760
H 1.835 -1.484 -4.070
H 1.863 -2.422 -5.354
H -0.020 -2.851 -3.613
H -0.641 -2.812 -5.284
H -0.021 0.755 -4.131
H -1.105 0.507 -5.422
C -3.618 -4.056 0.418
C -3.511 -4.158 -1.099
C -3.672 -2.708 -1.600
O -3.402 -1.914 -0.460
C -4.016 -2.601 0.615
H -2.696 -4.264 0.970
H -4.342 -4.784 0.809
H -4.238 -4.842 -1.588
H -2.549 -4.505 -1.442
H -4.627 -2.523 -1.931
H -2.905 -2.428 -2.269
H -5.109 -2.449 0.716
H -3.579 -2.151 1.516
C 3.397 1.989 -3.255
C 2.108 2.835 -3.463
C 1.533 2.740 -2.042
O 2.713 2.997 -1.226
C 3.791 2.298 -1.792
H 4.245 2.353 -3.859
H 3.126 0.920 -3.301
H 1.464 2.435 -4.285
H 2.463 3.828 -3.784
H 1.259 1.732 -1.848
H 0.743 3.443 -1.756
H 3.994 1.277 -1.254
H 4.615 2.943 -1.671
C 2.246 -5.535 0.044
C 1.641 -5.841 -1.348
C 0.401 -6.566 -0.996
O -0.114 -5.985 0.156
C 0.937 -5.204 0.796
H 2.974 -4.681 0.007
H 2.657 -6.429 0.561
H 2.328 -6.352 -2.061
H 1.507 -4.852 -1.906
H 0.615 -7.603 -0.735
H -0.410 -6.640 -1.751
H 0.932 -5.399 1.852
H 0.695 -4.157 0.765
C 4.362 0.324 4.118
C 4.148 0.308 2.608
C 3.576 1.707 2.330
O 4.170 2.519 3.385
C 4.959 1.743 4.267
H 5.132 -0.433 4.425
H 3.404 0.269 4.685
H 3.381 -0.417 2.291
H 5.074 0.050 2.098
H 2.506 1.828 2.437
H 3.845 2.039 1.334
H 4.934 2.220 5.305
H 6.042 1.736 3.965
*
```

---

Record 2
An isolated molecule of C8H9NO in a non-equilibrium geometry. Source: OMol25; level of theory: the ωB97M-V functional and the def2-TZVPD basis.

Its structure (SMILES) is CC(=O)Nc1ccccc1. The HOMO energy comes out at -9.390 eV. Its maximum force is 13.01 eV Å⁻¹. The relative energy (zero: lowest compared OMol25 entry of this formula, charge and spin) is 260.77 kJ/mol. The frontier orbital gap is 10.16 eV.

```
! wB97M-V def2-TZVPD RIJCOSX def2/J DEFGRID3
* xyz 0 1
C -1.928 -0.907 1.232
C -2.200 -0.002 0.001
C 0.241 0.270 -0.329
C 0.836 -0.992 -0.653
C 2.247 -1.138 -0.450
C 2.993 -0.190 0.250
C 2.329 1.007 0.483
C 0.939 1.248 0.174
H -3.029 -1.086 1.679
H -1.224 -1.656 1.001
H -1.540 -0.227 2.141
H -1.393 1.197 -1.411
H -0.024 -1.595 -1.201
H 2.521 -2.099 -0.488
H 3.813 -0.302 0.589
H 2.740 1.918 0.966
H 0.386 2.231 0.298
N -1.164 0.495 -0.687
O -3.355 0.297 -0.376
*
```

---

Record 3
A structure of composition C6H18NiO11S5 in a non-equilibrium geometry. Source: OMol25; level of theory: the ωB97M-V functional and the def2-TZVPD basis.

The HOMO energy (alpha / beta) comes out at 0.761 / 0.766 eV. Its maximum force is 8.31 eV Å⁻¹. The frontier orbital gap (alpha / beta) is 2.80 / 2.79 eV.

```
! wB97M-V def2-TZVPD RIJCOSX def2/J DEFGRID3
* xyz -2 3
Ni -11.050 -6.930 -42.958
S -9.915 -5.908 -39.914
O -8.906 -6.926 -39.775
O -10.813 -6.331 -41.044
O -10.666 -5.527 -38.702
O -9.057 -4.847 -40.346
S -8.536 -6.607 -43.758
O -7.753 -6.240 -42.583
O -7.727 -6.666 -44.933
O -9.266 -7.748 -43.354
O -9.650 -5.699 -43.789
C -11.183 -10.187 -40.165
S -11.408 -10.379 -41.983
O -11.421 -8.930 -42.548
C -9.715 -10.981 -42.438
H -10.965 -11.089 -39.594
H -12.051 -9.619 -39.827
H -10.440 -9.413 -39.972
H -9.669 -11.304 -43.478
H -9.558 -11.851 -41.800
H -8.921 -10.239 -42.352
C -14.141 -7.170 -46.279
S -12.387 -6.774 -46.068
O -11.895 -7.345 -44.741
C -11.824 -7.776 -47.466
H -14.081 -8.256 -46.350
H -14.468 -6.562 -47.123
H -14.764 -6.778 -45.475
H -11.982 -8.847 -47.339
H -10.737 -7.717 -47.415
H -12.222 -7.641 -48.471
C -13.916 -6.000 -40.133
S -14.406 -6.155 -41.935
O -13.111 -6.337 -42.702
C -15.372 -7.713 -41.990
H -13.445 -5.070 -39.812
H -13.151 -6.755 -39.951
H -14.602 -6.480 -39.436
H -15.180 -8.201 -42.946
H -16.409 -7.555 -41.695
H -14.945 -8.455 -41.316
*
```